1.
This record from OMol25 describes a cluster of 7 separate species, C31H69BrClN2O8S in total at a distorted geometry. The level of theory is wB97M-V/def2-TZVPD.

CARTESIAN COORDINATES (ANGSTROEM)
C -0.94 1.18 0.03
O -1.09 -2.44 2.71
H -5.76 4.36 -0.74
O -2.52 -2.01 -2.70
H 7.92 0.65 2.35
C -1.89 0.30 -0.79
C 0.92 -7.24 4.74
H -1.13 2.25 -0.18
H -4.95 1.62 -2.15
Cl -3.51 -3.85 -0.80
O -6.60 4.66 -0.39
H -4.55 6.35 -0.04
C 0.39 1.65 -2.49
H 3.95 4.43 -0.41
H -0.56 2.14 -2.28
C 0.88 1.79 -3.76
O -0.85 -3.07 -1.43
H -3.27 -0.95 3.07
H -6.08 -0.07 -3.62
H -3.09 -1.16 0.36
C 2.33 -4.17 -1.36
C 8.39 0.41 1.39
C 3.04 -0.35 -0.76
H -0.90 -8.11 3.95
H -5.60 6.38 1.37
H 6.72 -1.64 2.21
H 4.12 -0.35 -0.98
H 8.56 1.36 0.88
H 0.70 -0.17 0.27
H 3.76 -2.64 -2.13
C -2.11 -1.11 -0.15
H 9.35 -0.06 1.59
H 6.57 -2.44 0.64
H 2.87 -5.06 -1.72
H 0.05 -7.24 2.75
O 1.52 4.53 0.67
H -5.55 7.78 0.28
C 7.23 -1.81 1.25
C 7.49 -0.48 0.55
H -1.58 0.14 -1.83
H -3.61 -1.49 4.73
O -3.45 2.02 -3.48
H 1.55 -3.84 -2.06
C 1.01 6.16 -1.03
H -4.88 0.25 -4.88
S -2.14 -2.44 -1.39
H 2.76 4.10 -1.67
H -5.54 3.67 -3.41
H 2.51 1.31 -5.11
H 1.42 6.94 -1.68
H -1.30 -1.35 0.56
C 0.12 -7.90 3.62
H 0.94 -7.89 5.61
H 2.90 -6.46 5.09
H -3.31 2.06 -4.43
C 3.18 4.89 -1.04
C -5.52 6.69 0.32
H 0.71 -4.06 -0.08
H -7.37 6.03 -2.53
Br 4.46 -0.26 -3.61
C -1.47 -3.24 4.95
H -0.41 -3.46 5.07
H 0.24 6.60 -0.40
H 1.15 1.51 0.46
C -5.06 0.26 -3.80
H 7.96 -0.67 -0.41
C 0.55 0.82 -0.16
H -6.61 7.57 -2.07
C -4.81 1.64 -3.23
C -1.67 -2.09 3.98
H 2.44 -1.93 0.59
H 2.34 -6.25 3.44
H -1.95 -4.15 4.58
H 4.07 -3.26 -0.46
C 3.29 -2.94 -1.18
H 0.25 -5.44 4.37
H 0.30 2.37 -4.48
H 8.15 -2.35 1.44
H -2.89 0.76 -0.84
C -6.65 6.08 -0.49
H 0.53 5.41 -1.66
N 1.05 0.96 -1.54
C 2.10 5.52 -0.18
H -7.61 6.40 -0.09
C -6.56 6.49 -1.96
H -4.36 -0.45 -3.35
C -5.75 2.68 -3.83
H 2.86 -7.85 4.00
H -1.89 -3.00 5.93
H 0.58 -8.84 3.31
O 6.25 0.19 0.30
H 1.13 3.86 0.11
O 0.27 -6.03 5.13
H 3.66 5.63 -1.68
H 1.46 -1.83 -0.91
C 2.48 -1.80 -0.50
C 2.11 1.21 -4.10
C 2.34 -6.94 4.29
H 2.94 0.21 0.18
H -1.16 1.04 1.10
N 1.62 -4.48 -0.11
C 2.79 0.50 -3.11
H -1.15 -1.21 4.34
H 5.83 0.35 1.15
H -3.68 -2.63 3.38
H -6.79 2.43 -3.65
H 2.54 6.28 0.48
H -1.54 -3.22 2.38
C 2.25 0.40 -1.83
H -5.62 6.14 -2.40
H 2.17 -4.24 0.71
C -3.14 -1.77 3.79
H -5.60 2.76 -4.92

Charge: +1
DFT total energy, Ha: -5366.1259
Gap between HOMO and LUMO, eV: 7.132
HOMO energy, eV: -11.017

Results of the Löwdin charge analysis, in e, for atoms 1 through 6: -0.154, -0.081, 0.071, -0.340, 0.083, -0.199



2.
This record from OMol25 describes a cluster of 15 separate species, C30H90O15 in total at a distorted geometry. The level of theory is wB97M-V/def2-TZVPD.

CARTESIAN COORDINATES (ANGSTROEM)
H -6.48 -1.08 0.74
H 5.17 -1.53 1.96
C 5.36 3.42 -4.66
C -8.00 -2.42 0.19
C -1.77 6.87 -1.28
H -3.37 -5.44 -5.04
O -5.74 3.03 1.12
H -4.11 6.52 1.40
H 5.91 2.51 -4.42
C -2.36 -5.38 -4.65
O 5.83 -1.89 -0.63
H 0.62 -0.12 8.06
H 1.51 6.21 2.85
H -4.42 0.74 4.39
H 3.10 6.62 3.56
C -0.30 1.06 1.26
H 3.81 -2.23 1.18
C -2.39 0.89 -5.19
H -0.73 -5.02 5.91
H -2.60 7.22 1.45
H -1.94 -6.14 5.61
C -1.90 1.13 -6.63
H 2.76 -4.96 -1.10
H -2.38 0.14 1.66
H 0.06 1.70 -5.92
H -0.19 -0.03 -6.40
H 5.61 4.29 5.07
H -1.43 -5.61 -6.66
H 0.25 -1.37 0.03
H -0.61 -5.97 4.47
O 0.76 -5.29 0.82
H 4.43 3.95 -2.74
H -3.50 1.94 4.44
C 0.09 -0.71 7.30
H 6.64 0.31 0.69
H -0.59 -0.02 6.80
H 0.26 -4.64 1.32
C 4.16 3.55 -3.71
H -2.20 -5.92 -3.71
C 5.70 1.07 6.30
H -6.26 0.00 -1.66
H -0.12 -7.12 1.21
H 6.74 0.80 6.10
H -1.08 6.03 -1.19
O -2.02 -0.49 1.04
O 3.01 4.88 2.33
H -1.94 6.96 -2.35
H -3.90 7.32 -0.77
H 6.74 4.84 -3.86
C 5.04 -0.86 -0.14
O 3.85 2.32 5.33
H 6.39 0.60 -1.01
H -1.69 1.02 -0.37
H 3.52 1.42 5.35
O -3.73 5.41 -1.16
H 5.57 1.79 4.42
H -3.46 1.06 -5.10
C 4.40 -1.32 1.22
H 5.65 5.54 -4.99
H 0.00 1.21 -7.59
H 0.47 -0.17 -1.25
C 5.30 2.16 5.40
H -1.78 1.51 -4.53
O -1.38 -3.49 3.63
H 6.95 4.61 -5.64
H 5.23 -2.49 -1.07
C -3.16 6.54 -0.57
H -2.75 -3.82 5.09
H -1.23 7.76 -0.96
C 0.07 -5.98 -5.07
H -2.18 2.13 -6.96
H 2.75 6.86 1.80
H 3.76 -0.58 1.71
H -2.04 -4.34 -4.56
H 3.39 4.22 -4.10
H 3.70 2.56 -3.62
H -0.45 -1.54 7.75
H 3.88 -5.72 -1.77
H 0.35 -4.93 -4.96
C 6.25 4.65 -4.81
C 2.59 6.24 2.68
C -1.32 -5.41 5.08
C -6.70 -0.98 -1.48
H -0.90 -6.27 -0.07
H -1.97 -2.91 3.15
H 5.83 3.78 6.73
H -5.21 3.57 0.54
C -0.43 1.01 -6.61
H 5.12 0.15 6.23
O 0.94 -1.16 6.24
C -1.15 0.32 0.27
H 4.24 -0.68 -0.85
H -5.87 -1.68 -1.62
O 3.42 -4.88 -1.79
H 0.69 -6.93 -0.40
C -0.26 -0.62 -0.58
C -2.16 -4.36 4.35
H -2.28 -0.15 -4.87
H -7.58 -1.06 -2.11
H -0.92 -1.26 -1.17
O -3.99 1.38 3.84
H -2.86 -5.85 2.82
H -8.35 -2.48 1.22
H 0.24 0.28 1.80
C -7.25 -1.10 -0.03
H 0.38 1.64 0.63
H -3.59 -4.28 2.79
C -3.17 -5.03 3.46
H 5.72 2.84 -6.48
H -7.77 0.78 0.32
C -1.35 -6.00 -5.64
C -3.12 6.40 0.95
H -7.28 -3.22 0.01
H 3.16 4.36 3.13
H -0.97 -7.87 -5.82
H 0.24 -6.49 -4.12
O -2.44 0.12 -7.46
H 5.71 1.42 7.33
O 4.93 3.17 -6.03
H -3.39 0.27 -7.38
C 0.08 -6.46 0.37
H 0.66 -6.42 -5.87
H -3.63 5.59 -2.10
O -8.21 -0.05 0.12
H -2.72 5.45 1.30
H -4.00 -5.40 4.07
H 5.34 1.23 0.28
C 5.87 0.36 -0.08
H -8.90 -2.50 -0.43
H -5.16 2.79 1.84
H 7.04 3.38 5.50
O -1.74 -7.35 -5.58
H 0.34 -1.66 5.69
H -0.72 1.78 1.96
C 5.98 3.48 5.70

DFT total energy, Ha: -2325.4185
Gap between HOMO and LUMO, eV: 9.703
ΔE to the lowest compared entry with this formula, charge and spin, eV: 5.447
HOMO energy, eV: -9.843

Results of the Löwdin charge analysis, in e, for atoms 1 through 6: 0.127, 0.072, -0.468, -0.065, -0.037, 0.078



3.
This record from OMol25 describes a cluster of 2 separate species, C6H10BrCl3N2O in total at a distorted geometry. The level of theory is wB97M-V/def2-TZVPD.

CARTESIAN COORDINATES (ANGSTROEM)
H -0.22 1.89 -1.19
C -1.24 1.61 -0.87
C 2.02 -1.56 1.14
C -0.99 -0.56 0.01
H -1.81 2.57 -0.67
Cl 0.61 2.00 2.40
N 3.32 -1.14 1.37
C 2.74 -0.03 -0.50
Cl 5.37 0.24 0.43
H -1.81 1.08 -1.60
N 1.53 -0.67 0.14
H 0.20 -2.03 -0.85
Br 2.62 1.26 -1.85
H 3.85 -1.83 1.92
Cl 2.08 -3.41 0.34
O -1.20 0.84 0.35
H 1.39 -1.81 1.96
H -1.75 -0.84 -0.72
H -1.28 -1.20 0.97
H -0.05 1.76 1.44
C 0.30 -1.00 -0.65
H 0.33 -0.43 -1.55
C 3.73 -0.30 0.39

SMILES string: COCCN1C(Br)=C(Cl)N[C@@H]1Cl.Cl
DFT total energy, Ha: -4373.9034
Gap between HOMO and LUMO, eV: 8.491
ΔE to the lowest compared entry with this formula, charge and spin, eV: 0.044
HOMO energy, eV: -8.106

Results of the Löwdin charge analysis, in e, for atoms 1 through 6: 0.055, -0.091, -0.522, -0.192, 0.111, 0.396



4.
This record from OMol25 describes a structure of composition C29H26N8O7OsPS at a distorted geometry. The level of theory is wB97M-V/def2-TZVPD.

CARTESIAN COORDINATES (ANGSTROEM)
C -5.51 2.58 2.07
C -2.57 -0.31 5.82
H -3.23 0.58 5.83
H 1.26 4.17 3.45
C 0.65 2.23 0.17
N 6.97 -0.42 2.52
Os -1.19 -0.44 0.25
H -0.53 4.39 3.46
H 1.01 2.14 -0.79
C 3.49 -1.33 2.43
C -0.24 -2.13 -0.45
N 0.24 2.90 2.21
C -1.19 0.05 -2.67
C 4.28 -0.66 0.24
H 4.66 -5.51 -4.35
C -1.98 -2.13 4.25
C 0.28 3.68 3.43
C -0.05 2.37 -5.31
C -0.89 0.63 -4.00
C -0.51 1.93 -4.02
C 4.97 -6.26 -3.61
H 0.28 2.10 -7.41
C -0.07 1.64 -6.46
H -5.77 3.51 1.55
S 4.60 -5.49 -1.94
N -2.98 0.61 0.44
H -2.98 -1.21 6.37
N -4.60 1.84 1.20
C -0.55 0.32 -6.42
O -0.45 -3.32 -0.60
C 4.52 -0.79 1.61
H -6.33 1.89 2.27
H -6.02 1.48 -0.36
H 5.08 -0.31 -0.40
C -0.62 1.89 1.97
H -0.61 -0.36 -7.29
C -0.91 -0.17 -5.17
P -2.18 1.60 2.85
C 5.88 -0.63 2.11
O 5.24 -6.50 -1.11
O -0.75 0.65 -1.55
N 0.63 3.65 -5.48
C -3.30 1.38 1.47
H 3.65 -1.49 3.54
H -0.43 2.62 -3.18
O 5.09 -4.12 -1.97
H 2.70 -0.72 -1.34
N -2.22 -0.76 4.51
H -1.00 -3.02 2.47
C -5.07 1.29 0.06
C -4.05 0.50 -0.43
O 0.44 4.51 -4.57
C 2.94 -0.85 -0.28
H 4.36 -7.19 -3.71
H -3.96 -0.18 -1.33
C 0.58 -1.20 0.08
O -1.94 -0.99 -2.62
N -0.33 1.39 0.74
C -1.42 -2.19 3.02
C 1.91 -1.23 0.58
C 1.04 3.17 1.11
H 6.06 -6.43 -3.76
C 2.23 -1.60 1.89
H -1.67 -0.05 6.36
H 1.47 -2.05 2.54
N -1.48 -0.92 2.44
H 1.81 3.96 1.04
H 0.13 3.04 4.36
C -1.94 -0.10 3.39
O 1.41 3.80 -6.48
H -2.18 -2.85 5.06
H -1.16 -1.26 -5.10
H -4.98 2.71 3.03

Multiplicity: 5
Charge: +1
DFT total energy, Ha: -2915.0450
Gap between HOMO and LUMO (alpha / beta), eV: 5.606 / 5.655
HOMO energy (alpha / beta), eV: -9.711 / -10.822

Results of the Löwdin charge analysis, in e, for atoms 1 through 6: 0.001, -0.019, 0.103, 0.099, -0.038, 0.154